Record 1
{"formula": "C3H5HgO3", "method": "wB97M-V/def2-TZVPD", "species": ["C", "H", "H", "H", "C", "O", "H", "H", "Hg", "C", "O", "O"], "xyz": [[0.6326, 0.4314, 0.2691], [1.5452, 0.8416, 0.7240], [1.0670, 0.0477, -0.6700], [-0.0845, 0.6688, 1.0734], [0.2157, -1.7044, 0.7555], [-0.9406, -1.9628, 0.2423], [0.3148, -1.7808, 1.8583], [1.0872, -2.0948, 0.1883], [-2.2600, -0.7864, -1.1423], [-0.3604, 1.9380, -0.9311], [0.1399, 3.0237, -0.9976], [-1.3570, 1.3779, -1.3699]], "orbital_gap_ev": [8.052, 5.718], "s2": 0.7569, "total_charge": 0, "relative_energy_kcal_mol": 69.7, "e_lumo_ev": [-0.2, -2.6], "spin_multiplicity": 2, "mol_weight_g_mol": 289.66}



Record 2
{"formula": "C40H58I3N3O6PS", "method": "wB97M-V/def2-TZVPD", "species": ["C", "C", "C", "C", "C", "C", "C", "C", "C", "C", "N", "C", "I", "C", "P", "O", "O", "O", "C", "O", "C", "C", "C", "C", "C", "C", "C", "C", "I", "C", "C", "I", "C", "C", "C", "C", "O", "C", "N", "C", "S", "C", "C", "O", "H", "H", "H", "H", "H", "H", "H", "H", "H", "H", "H", "H", "H", "H", "H", "H", "H", "H", "H", "H", "H", "H", "H", "H", "H", "H", "H", "H", "H", "H", "H", "H", "H", "H", "H", "H", "H", "H", "C", "C", "C", "C", "N", "C", "C", "C", "C", "C", "H", "H", "H", "H", "H", "H", "H", "H", "H", "H", "H", "H", "H", "H", "H", "H", "H", "H", "H", "H"], "xyz": [[8.9470, -2.3439, 0.6272], [8.4548, -0.9739, 0.1700], [7.1652, -1.0514, -0.6554], [6.9496, 0.1382, -1.6079], [5.9424, 1.1806, -1.1321], [6.3507, 1.8530, 0.1786], [5.2790, 2.7750, 0.7046], [4.2609, 2.2781, 1.5416], [3.2480, 3.1108, 2.0378], [3.2320, 4.4832, 1.7694], [2.2733, 5.3482, 2.3229], [4.2341, 4.9774, 0.9179], [4.1190, 7.0565, 0.6154], [5.2210, 4.1461, 0.3521], [6.4508, 4.8404, -0.8079], [7.3352, 3.8482, -1.4186], [5.6321, 5.7009, -1.8835], [7.1928, 5.9818, 0.0045], [2.1680, 2.4914, 2.8602], [1.6914, 3.0371, 3.8303], [1.7197, 1.1552, 2.3800], [0.3768, 0.7681, 2.3540], [-0.6862, 1.7343, 2.8242], [-1.1206, 1.5975, 4.3174], [-1.2204, 2.9691, 5.0122], [-0.2470, 0.6492, 5.1312], [0.0730, -0.5143, 1.8435], [-1.3878, -0.9188, 1.8408], [-1.7775, -2.5677, 3.1775], [-2.0260, -1.1763, 0.4651], [-1.4857, -0.2541, -0.6148], [-4.1656, -0.8045, 0.6842], [1.0851, -1.3747, 1.3706], [0.7586, -2.7131, 0.7621], [1.4477, -3.9716, 1.3331], [2.4040, -4.6681, 0.3791], [1.6750, -5.5118, -0.5245], [2.4086, -0.9567, 1.4547], [3.4438, -1.7964, 0.9656], [4.1200, -2.5071, 1.6747], [4.9446, -3.4554, 2.5833], [2.7317, 0.3112, 1.9264], [4.1414, 0.8368, 1.9634], [5.0569, 0.1692, 2.3717], [8.1791, -2.8477, 1.2143], [9.8342, -2.2544, 1.2543], [9.2063, -2.9725, -0.2253], [8.2998, -0.3585, 1.0598], [9.2427, -0.4843, -0.4064], [7.1801, -1.9827, -1.2252], [6.3265, -1.1064, 0.0430], [6.6114, -0.2353, -2.5750], [7.9093, 0.6392, -1.7532], [5.8003, 1.9258, -1.9163], [4.9657, 0.6990, -0.9787], [6.5325, 1.0745, 0.9119], [7.2828, 2.3946, 0.0588], [1.5435, 5.6180, 1.6788], [1.8904, 4.9884, 3.1843], [5.1501, 5.1070, -2.4734], [6.8632, 6.8641, -0.2123], [-1.5643, 1.6297, 2.1875], [-0.3365, 2.7489, 2.6473], [-2.1328, 1.1825, 4.3042], [-1.0893, 3.7968, 4.3163], [-0.4578, 3.0742, 5.7821], [-2.1910, 3.0983, 5.4902], [-0.1945, -0.3447, 4.6871], [0.7553, 1.0558, 5.2579], [-0.6850, 0.5296, 6.1232], [-1.9571, -0.1279, 2.3036], [-1.9978, -2.2211, 0.1822], [-0.5064, -0.5929, -0.9510], [-1.3608, 0.7523, -0.2106], [-2.1686, -0.1736, -1.4568], [-0.3054, -2.8866, 0.8267], [0.9929, -2.6506, -0.3085], [0.6584, -4.7055, 1.5066], [1.9018, -3.7783, 2.3045], [2.9906, -3.9513, -0.1993], [3.1059, -5.3008, 0.9189], [1.6015, -5.0609, -1.3678], [-9.6490, -3.2504, -4.7674], [-10.0199, -2.0887, -3.8488], [-9.2871, -0.7718, -4.1436], [-7.7876, -0.7851, -4.4210], [-6.7952, -1.0887, -3.3051], [-6.3748, 0.1641, -2.5741], [-7.4844, 0.4091, -1.5666], [-7.9579, -1.0034, -1.1634], [-7.3123, -1.9483, -2.1801], [-5.5987, -1.7321, -3.9257], [-8.5708, -3.4234, -4.8161], [-10.1008, -4.1753, -4.4122], [-10.0026, -3.0783, -5.7845], [-9.8995, -2.3823, -2.8055], [-11.0859, -1.8842, -3.9554], [-9.5378, -0.0327, -3.3826], [-9.7049, -0.3715, -5.0719], [-7.4930, 0.1970, -4.7879], [-7.5679, -1.4868, -5.2228], [-5.4411, -0.0856, -2.0761], [-6.2193, 0.9749, -3.2806], [-8.2925, 0.9763, -2.0249], [-7.1298, 0.9928, -0.7202], [-9.0437, -1.0739, -1.1523], [-7.6120, -1.2663, -0.1659], [-7.9375, -2.7386, -2.5799], [-6.4330, -2.4158, -1.7388], [-5.1801, -1.0541, -4.6658], [-5.9076, -2.6607, -4.3992], [-4.8679, -1.9367, -3.1479]], "orbital_gap_ev": 7.604, "total_charge": 1, "e_lumo_ev": -2.6, "spin_multiplicity": 1, "mol_weight_g_mol": 1120.67}



Record 3
{"formula": "C8H15N2S", "method": "wB97M-V/def2-TZVPD", "species": ["C", "C", "C", "C", "C", "C", "C", "C", "N", "N", "S", "H", "H", "H", "H", "H", "H", "H", "H", "H", "H", "H", "H", "H", "H", "H"], "xyz": [[1.9948, 0.5011, -0.6964], [-0.6569, 2.1275, 1.3067], [0.3241, 1.2488, 1.0853], [0.5323, 0.7136, -0.2397], [1.4885, 1.0188, 2.0737], [-1.8970, -0.0015, -0.3845], [-0.1407, -1.6370, -0.1296], [-0.5241, -0.4628, -2.3231], [3.1490, 0.1541, -0.9054], [-0.4418, -0.3371, -0.8629], [1.0713, 1.9073, -1.5375], [-0.9164, 2.4078, 2.3329], [-1.3384, 2.2998, 0.5841], [1.6451, 0.0809, 2.5828], [2.5439, 1.0992, 1.6679], [1.5792, 1.7360, 2.9212], [-2.2428, 0.9223, -0.7988], [-2.3921, -0.9774, -0.5582], [-1.7409, 0.2840, 0.6752], [-0.1295, -1.4393, 1.0123], [-0.8005, -2.4217, -0.5553], [0.9022, -1.6731, -0.4196], [-1.4357, -1.1893, -2.4248], [-0.8304, 0.5197, -2.7676], [0.3243, -0.9360, -2.7094], [3.7787, 0.8210, -1.2593]], "orbital_gap_ev": [5.441, 5.905], "s2": 2.0252, "total_charge": 1, "relative_energy_kcal_mol": 120.5, "e_lumo_ev": [-3.6, -7.1], "spin_multiplicity": 3, "mol_weight_g_mol": 171.29}



Record 4
{"formula": "C45H78N7P2SiTi", "method": "wB97M-V/def2-TZVPD", "species": ["Ti", "C", "Si", "C", "C", "C", "C", "C", "C", "P", "C", "C", "C", "C", "C", "C", "C", "C", "C", "C", "C", "C", "C", "C", "C", "C", "C", "C", "P", "C", "C", "C", "C", "C", "C", "C", "C", "C", "C", "C", "C", "H", "H", "H", "H", "H", "H", "H", "H", "H", "H", "H", "H", "H", "H", "H", "H", "H", "H", "H", "H", "H", "H", "H", "H", "H", "H", "H", "H", "H", "H", "H", "H", "H", "H", "H", "H", "H", "H", "H", "H", "H", "H", "H", "H", "H", "H", "H", "H", "H", "H", "H", "H", "H", "H", "H", "C", "N", "C", "C", "N", "N", "C", "N", "N", "H", "H", "H", "H", "H", "H", "H", "H", "H", "H", "H", "C", "C", "C", "C", "N", "N", "H", "H", "H", "H", "H", "H", "H", "H", "H", "H", "H", "H"], "xyz": [[0.0504, 0.0483, -0.8996], [-2.5401, -2.8511, -1.8013], [-1.8850, -1.5755, -0.5205], [-1.6384, -2.6966, 0.9910], [-2.7022, -3.3912, 1.5712], [-2.5132, -4.2593, 2.6285], [-1.2278, -4.4771, 3.1094], [-0.1588, -3.8114, 2.5410], [-0.3465, -2.8988, 1.4953], [1.0252, -1.9053, 0.7585], [2.1377, -1.3172, 2.1451], [2.7320, 0.0190, 1.6788], [3.7368, 0.5910, 2.6712], [3.0999, 0.7728, 4.0417], [2.4927, -0.5358, 4.5285], [1.5056, -1.1280, 3.5259], [2.1287, -3.1454, -0.0842], [3.5066, -2.5574, -0.4026], [4.2552, -3.4356, -1.4148], [3.8296, -4.9048, -1.3298], [3.5383, -5.2674, 0.1182], [2.3298, -4.4788, 0.6543], [-3.4104, -0.4381, -0.2418], [-4.6828, -0.8010, -0.6927], [-5.7712, 0.0517, -0.6066], [-5.6136, 1.3082, -0.0466], [-4.3686, 1.6923, 0.4253], [-3.2643, 0.8471, 0.3212], [-1.6209, 1.2885, 1.0290], [-2.0348, 1.1701, 2.8414], [-2.3949, -0.2668, 3.2221], [-2.8033, -0.3866, 4.6855], [-1.7118, 0.1466, 5.6023], [-1.3856, 1.5910, 5.2508], [-0.9801, 1.7522, 3.7869], [-1.3269, 3.1182, 0.7768], [0.1657, 3.4085, 1.0218], [0.5590, 4.8045, 0.5508], [-0.2807, 5.8620, 1.2570], [-1.7673, 5.5926, 1.0661], [-2.1632, 4.1828, 1.5069], [-3.2634, -3.5387, -1.3602], [-3.0424, -2.3870, -2.6534], [-1.7260, -3.4713, -2.1831], [-3.7056, -3.2352, 1.1915], [-3.3540, -4.7741, 3.0731], [-1.0600, -5.1687, 3.9233], [0.8278, -4.0108, 2.9265], [2.9608, -2.0376, 2.2443], [3.1940, -0.0917, 0.6908], [1.9003, 0.7319, 1.5567], [4.5902, -0.0913, 2.7518], [4.1309, 1.5391, 2.2998], [3.8347, 1.1415, 4.7594], [2.3185, 1.5384, 3.9766], [3.2973, -1.2593, 4.7021], [1.9960, -0.3932, 5.4908], [1.1153, -2.0603, 3.9193], [0.6380, -0.4706, 3.4251], [1.6186, -3.3434, -1.0388], [3.4292, -1.5415, -0.7916], [4.0789, -2.4870, 0.5272], [4.0673, -3.0501, -2.4184], [5.3297, -3.3529, -1.2350], [2.9376, -5.0768, -1.9377], [4.6078, -5.5463, -1.7450], [3.3615, -6.3366, 0.2390], [4.4250, -5.0364, 0.7147], [1.4206, -5.0765, 0.5708], [2.4833, -4.2961, 1.7193], [-4.8330, -1.7819, -1.1254], [-6.7420, -0.2669, -0.9651], [-6.4559, 1.9817, 0.0375], [-4.2773, 2.6604, 0.8891], [-2.9477, 1.7775, 2.9462], [-3.1988, -0.6289, 2.5774], [-1.5401, -0.9201, 3.0341], [-3.7282, 0.1761, 4.8550], [-3.0263, -1.4308, 4.9147], [-2.0159, 0.0721, 6.6478], [-0.8140, -0.4706, 5.4936], [-2.2700, 2.2098, 5.4400], [-0.5939, 1.9802, 5.8947], [-0.8201, 2.8095, 3.5858], [-0.0131, 1.2699, 3.6138], [-1.5163, 3.2409, -0.2983], [0.3821, 3.3211, 2.0897], [0.7993, 2.6436, 0.5511], [1.6231, 4.9756, 0.7286], [0.4077, 4.8806, -0.5332], [-0.0454, 5.8424, 2.3264], [-0.0235, 6.8609, 0.9009], [-2.3600, 6.3271, 1.6137], [-2.0256, 5.7224, 0.0091], [-2.0279, 4.0979, 2.5858], [-3.2261, 4.0520, 1.3240], [-1.4692, 4.7503, -2.9300], [-0.4083, 3.8297, -3.3357], [-0.0543, 3.9927, -4.7411], [-0.6385, 2.4903, -2.9359], [-0.0793, 1.9751, -1.8919], [-1.5234, 1.7775, -3.7132], [-1.7053, 0.4001, -3.7021], [-2.7353, 0.0018, -4.5171], [-0.9173, -0.3650, -3.0455], [-2.3738, 4.6439, -3.5448], [-1.1054, 5.7727, -3.0325], [-1.7312, 4.5830, -1.8890], [0.3420, 4.9984, -4.8793], [-0.9072, 3.8767, -5.4271], [0.7209, 3.2792, -5.0165], [0.5296, 2.6956, -1.4975], [-1.9690, 2.2825, -4.4636], [-3.5220, 0.6244, -4.6091], [-2.9969, -0.9695, -4.4560], [-1.2245, -1.3301, -3.1304], [3.9189, -0.7609, -4.4788], [2.4854, -1.2783, -4.5316], [1.6123, -0.3541, -5.3899], [2.4542, -2.6836, -5.1266], [1.9878, -1.4210, -3.1444], [1.8746, -0.1917, -2.4130], [4.3728, -0.8193, -5.4666], [4.5184, -1.3604, -3.7910], [3.9664, 0.2833, -4.1649], [2.0435, -0.2530, -6.3842], [1.5333, 0.6564, -4.9796], [0.6042, -0.7538, -5.4946], [2.7438, -2.6595, -6.1756], [1.4495, -3.1048, -5.0708], [3.1305, -3.3484, -4.5960], [1.0441, -1.8064, -3.1731], [1.6013, 0.5667, -3.0470], [2.8039, 0.0410, -2.0523]], "orbital_gap_ev": [6.555, 6.826], "s2": 2.0102, "total_charge": 1, "relative_energy_kcal_mol": 18.2, "e_lumo_ev": [-2.0, -2.0], "spin_multiplicity": 3, "mol_weight_g_mol": 855.07}



For the records above, the corresponding E_tot values read -496.2593, -3807.2005, -820.9682, -3966.3737 hartree.